Computed, not measured: C23H61N2O11Sr2 as an isolated structure at a distorted geometry, with ωB97M-V/def2-TZVPD.

Results
Max |F|   0.1703 hartree/bohr
LUMO   -11.969 eV
Kohn-Sham gap   0.0596 hartree
Net charge   +3
Highest occupied orbital energy   -13.59 eV

Structure (XYZ):
```
99
Properties=species:S:1:pos:R:3:forces:R:3
C 6.140847 -3.213388 0.795062 0.1 -0.1 1.7
C -2.500053 3.741372 -2.635178 0.8 0.2 0.9
O -1.322003 -0.259628 5.330802 -0.1 -0.2 -0.6
O -4.899743 0.943362 2.959782 0.1 0.2 0.2
C 4.553717 -0.529438 -1.395168 -0.1 -0.4 0.3
O -6.291753 0.115012 0.632132 -0.5 -0.7 -0.3
H -2.473883 1.891682 -5.078868 0.5 0.3 0.1
H -3.165213 2.121772 2.778692 0.1 -0.1 0.0
O 0.029557 2.865662 -1.351518 0.1 0.7 -0.1
H -1.895763 0.454892 1.840152 0.1 -0.1 0.4
H 2.715647 -2.954568 1.595182 -0.4 -0.5 -0.6
H -2.873393 -3.391078 -1.118978 -0.1 0.1 -0.2
H 1.817847 3.600482 2.392282 0.1 -0.1 0.7
H 0.819337 2.505772 -5.296948 -0.3 0.3 0.0
H -0.799553 -0.405158 -3.803218 -0.1 0.2 0.8
H -5.766743 -1.544888 2.810522 0.1 0.9 0.0
C 5.537747 -1.631988 -0.982848 -0.9 1.1 -0.4
H 4.003487 0.795752 2.383812 0.1 -0.5 0.3
H -5.484303 -0.392438 0.714282 0.3 0.2 -0.1
H 3.274477 -3.188088 -1.089228 -0.3 -0.1 0.0
H 0.959647 -1.591148 4.382812 -0.1 0.2 0.3
H 6.864907 -3.678028 0.125772 -0.4 -0.3 -0.1
H -0.374663 0.390032 -5.190768 0.3 0.6 -0.2
C -1.433383 -0.532168 1.844992 -1.5 -0.6 -0.6
O -2.501443 -3.133688 -1.965738 -0.7 -0.2 -0.3
C 4.107967 -3.689678 -0.597478 0.0 1.2 0.7
O -2.153533 -2.758258 2.147852 2.5 -8.3 1.4
C 0.737067 3.739572 2.366272 0.2 0.2 -1.2
H -0.744113 -0.708938 2.670672 0.0 0.3 -0.3
C -2.941053 1.302212 -3.043618 0.3 -0.6 -1.7
C 4.964007 -2.577028 0.131022 -0.1 -0.5 -2.3
H -0.959343 -0.612888 0.866792 0.3 -0.2 0.1
H 4.847647 0.518992 0.429912 0.5 0.4 -0.4
H -3.791903 2.012052 -0.671728 0.0 0.0 -0.3
C 3.263407 -0.663738 0.841822 1.1 1.9 -0.2
O 1.097457 -2.184088 3.644122 -1.4 -1.3 0.3
H 1.829507 0.616362 -4.014728 -0.1 -0.1 -0.1
C -2.524563 -1.633638 1.931542 -1.7 7.4 0.1
H 0.605867 4.124412 1.354942 -0.4 0.5 0.2
C 1.861187 -0.903338 0.336682 -0.2 -1.4 0.1
H -1.495683 -1.155018 5.621212 -0.2 -0.1 0.5
H 3.481307 1.089022 -0.481348 -0.3 -0.1 0.1
C -2.703993 2.047072 -0.729518 0.8 0.8 -0.2
H -0.367263 -0.192068 5.319032 0.3 0.4 0.3
H -2.419133 3.838902 -3.717788 -0.5 0.2 0.2
C 4.029937 0.187122 -0.209868 0.4 0.7 1.9
H 0.248557 2.308592 -0.600968 0.1 0.0 0.2
N -0.696263 2.028482 -2.186588 -0.8 -1.8 -1.2
Sr -0.269093 -4.365618 3.086262 0.8 1.8 -0.3
H -2.378663 2.846302 -0.063558 0.1 0.1 0.0
C 1.338527 0.928892 -3.093118 0.0 1.8 -0.5
H -1.823103 4.463232 -2.178278 0.8 -0.2 -0.2
H 3.680387 -0.966908 -1.878918 0.1 -0.2 -0.5
H 4.623287 -4.225918 -1.394328 0.4 0.1 0.4
H -0.782703 -2.779118 -1.021158 0.4 0.4 0.8
H 1.946477 1.747062 -2.706988 0.6 -0.4 0.5
H 1.310037 0.069852 -2.422798 -0.5 0.2 0.2
H 6.514317 -1.233378 -0.708018 -0.2 0.3 0.5
O -6.320853 -2.325388 2.806422 0.9 -1.4 0.0
O -3.756043 -1.355048 1.967002 0.6 -1.3 -0.5
O 3.458077 -2.625558 2.107182 0.4 -0.3 0.1
H 2.595647 -0.223668 2.916822 0.1 0.4 0.2
H 5.742777 -2.056118 -1.965788 0.0 -1.3 0.4
H -4.312053 0.223372 2.719302 0.2 0.2 0.0
H 1.972477 -1.967228 3.322322 1.4 0.0 -0.7
H 3.762127 -4.391638 0.161312 -0.2 -0.3 -0.1
H -1.776873 -1.273608 -1.342768 0.2 0.1 -0.1
H 1.319357 0.041272 0.289302 0.1 -0.1 -0.3
H -2.286823 1.126792 -0.320678 0.0 -0.3 -0.1
C -4.103173 2.084002 3.332692 -0.4 0.2 -0.1
H -7.164603 -2.018948 2.474152 -0.7 0.1 -0.2
H 0.355697 4.420272 3.127382 0.2 0.0 -0.1
H -6.232273 0.774272 1.323552 0.2 0.4 0.4
H 5.710807 -3.869188 1.552092 0.5 -0.8 -0.1
C 0.318077 2.866322 -4.398708 -0.4 -0.9 2.0
H -4.661213 2.978432 3.055772 0.0 -0.1 0.1
H 5.010587 0.169052 -2.096228 0.0 -0.1 0.0
N 4.180617 -1.820138 1.173152 -0.9 1.9 -0.2
H 0.974137 3.464802 -3.766648 0.0 0.7 -0.6
O 0.038267 2.500782 2.362672 -0.1 -0.6 0.2
H 1.827637 -1.475638 -0.590388 0.0 0.4 -0.3
C -2.155853 2.285752 -2.183078 -0.8 1.1 0.8
H -3.063093 0.380182 -2.475228 -0.1 -0.2 -0.1
H -3.919523 1.719412 -3.281608 -0.2 0.0 0.7
H -3.919973 2.109052 4.406892 0.1 -0.1 0.0
Sr -4.507993 -4.065108 2.219592 -1.2 2.1 -0.2
C -2.318953 1.021652 -4.440798 1.2 -0.4 0.8
H 0.216817 2.081462 3.207592 -0.1 0.0 0.1
C -0.829463 0.600412 -4.222778 -1.0 1.2 -0.5
H -3.396873 4.159722 -2.178238 -0.7 -0.7 -0.6
H -0.673183 3.303772 -4.517618 0.6 0.5 -0.7
C 0.010777 1.683792 -3.448698 0.0 -2.9 -0.4
H 2.460947 1.171772 1.775542 -0.4 -0.3 0.0
H 1.308697 -1.514298 1.050542 -0.4 -0.2 0.4
C -1.440863 -2.244738 -1.706248 0.8 -0.8 0.1
H -2.758723 0.226752 -5.043158 -0.6 -0.2 0.5
H 6.701437 -2.510218 1.411022 0.0 0.4 -0.3
H -0.802253 -2.178158 -2.587068 -0.5 0.4 -0.2
C 3.063817 0.322932 2.098202 0.8 -0.9 -1.4
```
Positions in Å, forces in eV/Å.

For reference, the Mulliken charges in units of e are: -2.02, -1.67, -0.53, -0.53, -0.22, -0.65, 0.41, -0.01, -0.53, -0.35, 0.27, 0.18, 0.31, 0.37, -0.10, 0.42, -1.53, 0.46, 0.26, 0.27, 0.19, 0.38, 0.59, 1.17, -0.55, -1.51, -0.57, -0.74, 0.23, -1.11, 1.84, -0.65, 0.56, 0.55, 1.29, -0.34, 0.48, 0.14, 0.17, -0.17, 0.26, 0.37, -2.16, 0.29, 0.31, -1.51, 0.25, 1.25, 1.68, 0.53, -1.94, 0.42, 0.15, 0.45, 0.14, 0.47, 0.10, 0.42, -0.72, -0.33, -0.59, 0.01, 0.40, 0.23, 0.17, 0.31, -0.14, -0.33, 0.04, -0.34, 0.35, 0.33, 0.39, 0.39, -1.38, 0.32, 0.49, 0.07, 0.39, -0.17, 0.03, 1.41, 0.26, 0.49, 0.24, 1.58, -1.08, 0.17, -0.64, 0.44, 0.30, 1.01, 0.27, 0.38, -0.01, 0.47, 0.48, 0.40, -1.33